## 1
{"formula": "C3H9NS2", "method": "wB97M-V/def2-TZVPD", "elements": ["S", "H", "H", "H", "C", "H", "C", "C", "H", "N", "S", "H", "H", "H", "H"], "positions_angstrom": [[1.6276, -0.8196, 1.2024], [-2.8643, 1.2997, -1.1200], [-1.1507, 0.7056, 1.2925], [0.8731, 0.0602, 1.8985], [-1.7216, 1.3553, 0.6460], [0.9990, -1.6509, -1.8235], [-2.6698, 0.8430, -0.1496], [0.6693, -0.6346, -1.6238], [0.5520, -0.1201, -2.5741], [-3.2332, -0.4061, -0.1267], [1.8120, 0.3258, -0.5526], [-2.9514, -1.1208, 0.5244], [-1.4431, 2.3920, 0.5936], [-3.7771, -0.6736, -0.9142], [-0.2835, -0.6144, -1.1015]], "gap_ev": 8.657, "smiles": "C=CN.CSS", "total_charge": 0}

***

## 2
{"formula": "C3H9NS2", "method": "wB97M-V/def2-TZVPD", "elements": ["H", "H", "C", "H", "C", "H", "H", "H", "H", "S", "N", "C", "H", "S", "H"], "positions_angstrom": [[1.2770, -0.8385, 1.8981], [-0.1684, -0.0309, 2.6194], [-1.0221, -0.6422, 0.0548], [-0.5058, 2.3679, -0.2112], [-0.0654, 0.4876, 0.4879], [-1.3011, -1.1078, 0.9582], [3.7414, -1.2276, -1.1559], [-0.2004, -1.2536, -0.4905], [-1.7064, 1.4270, 0.1649], [2.6692, -0.7104, -0.5621], [-0.7809, 1.7371, 0.5816], [0.6770, 0.1624, 1.8453], [1.3010, 1.0743, 2.1466], [-2.3741, -0.1237, -0.9449], [0.7704, 0.7293, -0.2169]], "gap_ev": 3.484, "total_charge": 0}

***

## 3
{"formula": "C3H9NS2", "method": "wB97M-V/def2-TZVPD", "elements": ["H", "H", "H", "S", "C", "H", "H", "H", "H", "C", "C", "H", "S", "H", "N"], "positions_angstrom": [[0.6552, 2.6739, -1.6512], [1.6475, 1.3794, -1.1537], [0.8352, -0.6481, -0.8656], [1.0726, -1.5910, 1.3386], [0.1285, -1.0302, -0.1254], [-0.4627, -3.4217, 2.4423], [-0.0161, 2.0894, 0.5911], [0.2154, 1.0189, -2.1342], [-0.3673, -1.8872, -0.5702], [-0.8132, 0.2144, 0.1691], [0.5987, 1.6336, -1.3189], [-1.7193, 0.0327, -0.4138], [-0.5262, -2.0963, 2.6362], [-0.9548, 0.1264, 1.2391], [-0.2934, 1.5058, -0.1833]], "gap_ev": 8.937, "smiles": "CNCCSS", "total_charge": 0}

***

Stability ranking, top and bottom: 3 is the most stable and 2 is the least stable.

***

## 1
{"formula": "C31H47BrGaN5O6PS2", "method": "wB97M-V/def2-TZVPD", "elements": ["H", "C", "H", "C", "C", "S", "H", "H", "C", "H", "C", "H", "C", "H", "C", "H", "H", "O", "C", "H", "H", "Ga", "H", "H", "H", "H", "H", "H", "H", "P", "H", "C", "C", "H", "H", "C", "H", "N", "H", "H", "C", "H", "H", "C", "C", "C", "H", "H", "O", "H", "H", "H", "C", "O", "H", "H", "C", "H", "H", "H", "C", "O", "H", "O", "S", "H", "C", "C", "C", "C", "H", "H", "N", "O", "C", "C", "C", "H", "H", "H", "C", "C", "C", "H", "Br", "H", "N", "H", "C", "N", "N", "C", "C", "H"], "positions_angstrom": [[1.6637, 0.8029, -0.9596], [3.0968, 0.2164, 0.5941], [-3.1634, 1.8507, -1.7804], [2.1563, 0.3215, 4.2971], [-2.1862, -0.2937, -7.9502], [0.3568, -3.2067, -7.0915], [-2.0139, -4.8300, 1.0000], [3.8674, 0.4191, 3.0529], [-1.4808, -0.0958, -5.7353], [-4.6639, -0.7572, -1.5099], [-0.5354, -4.5660, -1.9725], [3.4190, -1.6967, 5.6110], [3.9543, -0.7461, 5.6577], [1.9799, -0.9380, -0.8711], [-1.7149, -3.3424, -0.3743], [-1.5727, 5.6756, 1.1397], [-5.8509, 0.5134, 1.0216], [-0.7544, -4.0515, -6.6675], [-0.7649, -0.3411, -2.1032], [-2.7810, 0.0172, -8.8026], [1.3902, 1.2557, 6.8349], [-1.7621, 0.1101, 0.4586], [3.1241, 2.3955, 0.4910], [-2.8788, 4.6152, 1.7090], [-0.0915, -0.8475, -1.4276], [-3.8421, 1.5261, 0.5472], [-1.5432, -6.3139, -1.0899], [-5.0245, -1.0377, 0.9361], [3.1008, 2.6105, 5.4910], [-0.9858, 3.3553, 1.0271], [3.6176, -1.8887, 0.7877], [-0.6599, -0.4677, -3.4580], [2.1594, 0.1844, 1.8221], [4.3590, 1.8500, 6.4739], [2.7193, 0.5071, 7.7145], [0.1324, 0.0749, 3.0761], [0.8114, 4.5334, -0.0346], [-1.0889, -3.2713, -1.5382], [4.5101, -0.7132, 6.5972], [4.6795, -0.7254, 4.8419], [-5.0951, -0.0547, 0.4830], [-5.3946, 0.8608, -1.4503], [4.4256, 1.7297, 1.4775], [-2.3684, 0.3116, -6.7028], [-0.2069, 3.3561, 2.6240], [0.2784, 3.5958, -0.2003], [0.3009, 4.3051, 2.8033], [-0.0224, -5.8904, -0.2903], [0.0475, -0.1143, 0.6882], [4.7769, -0.9346, -0.1460], [1.5308, -0.5124, 6.9090], [3.1972, 0.1438, -1.5414], [3.7717, 1.7507, 5.5586], [1.3564, -2.9870, -6.0609], [4.7488, -0.8141, 1.6119], [4.5084, 1.6099, -0.2789], [0.7522, 0.0397, 1.8213], [-2.5598, 4.7871, -0.0363], [-1.1759, -2.4837, -2.1567], [0.5366, -4.4867, -2.1282], [-5.3898, -0.1305, -0.9914], [0.8555, -3.4295, -8.4210], [-6.3816, -0.5610, -1.1359], [-3.8066, 0.5875, 0.7730], [-2.6422, -2.1432, 0.4527], [0.2015, 0.2052, 5.2054], [0.7771, 0.2015, 4.2910], [3.8326, 1.5662, 0.5774], [-1.5335, 0.2491, -4.2770], [-2.1024, 4.7405, 0.9531], [0.0629, -1.1292, -3.9264], [4.4641, 1.7924, 4.7158], [-0.5377, -0.9875, -5.9691], [-1.7316, 2.0536, 0.7816], [2.4294, 0.0504, -0.7712], [4.1212, -0.9215, 0.7270], [-0.9019, -5.4895, -0.7881], [0.9826, 2.7629, -0.1450], [-0.9660, 3.1983, 3.3913], [-3.1755, 1.0100, -6.5241], [-0.5466, -1.6358, -7.1297], [2.0946, 0.4198, 6.8247], [2.9791, 0.4373, 5.5795], [0.5174, 2.5387, 2.6679], [-1.7706, -0.0342, 3.1399], [-3.0744, 1.7652, -4.2492], [-1.6908, 0.4278, -1.5109], [-0.1770, 3.6094, -1.1923], [-2.4041, 1.1470, -3.6673], [-1.3344, -1.2822, -8.1604], [-1.6260, -4.5745, 0.1082], [-2.4612, 1.1994, -2.2835], [2.7893, 0.3174, 3.0581], [-1.0005, -4.8778, -2.9044]], "gap_ev": 5.996, "total_charge": 1}

***

## 2
{"formula": "C31H47BrGaN5O6PS2", "method": "wB97M-V/def2-TZVPD", "elements": ["H", "N", "H", "C", "H", "H", "C", "H", "H", "N", "H", "C", "H", "H", "H", "C", "H", "H", "C", "O", "C", "C", "O", "H", "C", "H", "C", "C", "O", "H", "H", "C", "N", "C", "H", "H", "C", "C", "C", "H", "C", "H", "C", "H", "C", "H", "S", "H", "O", "H", "O", "H", "Ga", "Br", "H", "O", "H", "H", "H", "H", "H", "H", "H", "H", "H", "H", "C", "P", "H", "H", "C", "C", "C", "H", "N", "C", "H", "H", "C", "N", "H", "C", "H", "C", "S", "C", "H", "H", "C", "H", "C", "C", "H", "C"], "positions_angstrom": [[-1.0369, 4.7956, 0.2475], [0.0598, -6.0981, 1.0022], [-1.7607, 4.4291, 1.8120], [-1.1322, 4.0249, 1.0158], [5.6606, 3.4032, 0.6075], [6.3063, 4.4721, -2.2049], [0.7732, 4.9342, 2.2629], [-2.2579, -3.8281, -2.5549], [-0.4787, 2.6769, -5.2931], [-1.1869, 2.2969, -2.4243], [0.4673, -2.4672, -1.7334], [-1.0483, 3.4519, -3.3165], [4.9090, 3.8212, -3.0547], [-3.5225, -1.2217, 1.5086], [-1.1523, -4.6441, -1.3933], [-1.7243, 1.2668, -3.0426], [0.8647, 5.7640, 1.5604], [1.1153, 2.4849, 3.1883], [-1.3755, 2.8402, -4.6957], [-2.1526, -7.0925, -0.3782], [-0.3223, -7.2889, 1.4460], [-4.5794, -3.1140, -0.6719], [-2.7788, -7.4631, 1.9356], [2.6834, -5.6969, 3.0757], [-3.2755, -0.2411, 1.9074], [1.7387, 4.7747, 2.7449], [1.1204, -3.0408, 1.9784], [3.0122, 2.4149, -1.5220], [-1.9691, 0.0678, 1.3626], [-1.7615, 4.2255, -3.0330], [2.5609, 4.7788, 0.7921], [1.0950, -3.8912, -0.2595], [0.3258, -7.9962, 2.3695], [3.2881, 3.5401, -0.7740], [-3.2053, -3.7222, 2.0226], [-5.2703, 0.5411, 1.9264], [1.8546, 1.6832, -1.2807], [-2.7516, -4.3042, 1.2171], [-4.3001, 0.7923, 1.4979], [1.2090, -4.7095, -0.9554], [0.9339, 2.0186, -0.3004], [-1.7042, -4.4992, 1.4437], [0.6901, -1.8312, 1.4732], [-4.6731, -2.5021, -1.5695], [1.1950, 3.1890, 0.4688], [-4.0255, 1.7845, 1.8580], [-2.1243, -0.2519, -2.3330], [-2.7296, -5.3161, -1.6610], [-1.7784, -9.2949, 0.6338], [-0.9067, 2.2714, -1.4477], [-2.1324, -2.0232, -0.1753], [-2.0777, 3.4433, -5.2646], [-0.9828, -0.3775, -0.3471], [1.5749, 0.1748, -2.4010], [-0.5831, 2.8878, 3.4324], [-0.2121, 1.3207, -0.0673], [6.2528, 5.0158, 0.1898], [-5.0645, -4.0763, -0.8384], [-2.2352, 0.8402, -4.9818], [0.0665, 5.2340, 3.0377], [5.7788, 2.8269, -1.8710], [4.7857, 4.8396, 1.1490], [3.5464, 5.8294, -2.2739], [-0.0407, 3.8569, -3.2637], [-4.4049, 0.8256, 0.4126], [-3.1670, -0.3115, 2.9886], [0.2525, 3.6638, 1.5826], [-2.8436, -3.3818, -0.2979], [1.2416, -3.1616, 3.0461], [-1.6522, 3.1837, 0.5631], [0.6779, -2.6616, -0.6900], [5.3542, 4.4112, 0.3227], [0.1552, 2.5930, 2.6819], [5.0127, 6.4380, -1.4964], [-1.9679, 1.5489, -4.3193], [1.2182, -4.1226, 1.1134], [-1.6895, 0.9813, 1.5443], [3.6803, 2.0785, -2.3006], [-2.1840, -4.3728, -1.6105], [0.4058, -1.6664, 0.1761], [-0.1196, 1.6172, 2.2908], [4.5406, 4.3882, -0.9789], [-5.0776, -2.6116, 0.1574], [2.3573, 3.8940, 0.2066], [-1.9294, -7.8822, 0.8273], [5.4276, 3.8362, -2.0940], [0.4823, -0.9914, 2.1244], [-3.2365, -5.2814, 1.1337], [1.1071, -5.5251, 1.5972], [1.9273, -8.0273, 3.6487], [1.8305, -6.1488, 2.5900], [1.3955, -7.4365, 2.9108], [3.5245, 6.2825, -0.5658], [4.1261, 5.8191, -1.3489]], "gap_ev": 6.789, "total_charge": 1}

***

Stability ranking, top and bottom: 2 is the most stable and 1 is the least stable.

***

## 1
{"formula": "C5H12NP", "method": "wB97M-V/def2-TZVPD", "elements": ["H", "H", "H", "C", "P", "H", "H", "C", "H", "H", "H", "C", "H", "H", "C", "H", "N", "H", "C"], "positions_angstrom": [[-0.3852, 2.4381, -1.5809], [-1.2447, -2.2747, 0.5491], [-1.2979, 0.1809, -0.1892], [-0.3326, -2.4847, 1.0973], [0.2765, -0.9556, 1.8503], [0.1241, 3.7257, 0.6044], [1.6914, 0.5222, 0.6106], [-0.4096, 0.5917, -0.6075], [-0.3840, -3.3029, 1.8936], [0.3321, -2.8795, 0.3101], [-0.1256, -1.1284, -1.9167], [-0.2631, 1.9955, -0.6294], [-1.0718, 0.3720, -2.4487], [1.3484, -1.7220, 2.2869], [0.0065, 2.6689, 0.4761], [0.7571, 0.4543, -2.2537], [0.9270, -0.2445, 0.5254], [0.2074, 2.0651, 1.3456], [-0.1557, -0.0224, -1.9233]], "gap_ev": 8.392, "total_charge": 0}

***

## 2
{"formula": "C5H12NP", "method": "wB97M-V/def2-TZVPD", "elements": ["C", "H", "H", "H", "H", "C", "H", "C", "P", "H", "H", "H", "C", "N", "H", "H", "H", "C", "H"], "positions_angstrom": [[-2.5807, -0.8891, 0.2562], [3.2741, 0.4923, -0.1266], [-1.8957, -1.4310, 0.9505], [0.0319, -1.3584, -1.3826], [-3.5117, -0.8647, 0.7943], [2.3506, 0.1777, 0.3867], [-2.7479, 1.1715, -0.5528], [-2.0983, 0.4524, -0.0368], [-0.4242, 0.6999, 0.2096], [-1.2712, 2.7774, 0.0242], [1.7158, -1.8805, -0.7297], [1.5860, -0.8848, -2.1549], [1.1056, -1.1383, -1.2121], [-0.4113, 2.3331, -0.1301], [2.6384, -0.7659, 0.8049], [0.3932, 2.8468, -0.0773], [-2.5919, -1.4827, -0.7983], [1.1712, 0.1647, -0.4228], [2.2520, 0.8939, 1.2800]], "gap_ev": [6.981, 6.982], "smiles": "CC=P(N)=C(C)C", "total_charge": 0}

***

## 3
{"formula": "C5H12NP", "method": "wB97M-V/def2-TZVPD", "elements": ["H", "N", "C", "H", "C", "H", "H", "H", "H", "C", "H", "C", "P", "C", "H", "H", "H", "H", "H"], "positions_angstrom": [[4.0727, 0.7758, -1.3041], [1.9738, 0.4707, -0.3573], [-0.5097, -0.1652, -1.5727], [-0.9930, 0.8547, 1.7306], [-0.9900, -1.6712, 0.4453], [-1.4143, -0.7254, -1.8778], [-0.7058, 0.8492, -1.7925], [1.2565, -0.8656, 1.2137], [0.3140, -0.5464, -2.1349], [-0.4163, -0.3041, -0.0620], [-2.1480, 0.8091, 0.4073], [-1.1714, 0.8449, 0.6699], [3.6516, 0.3243, -0.0525], [1.1206, -0.2901, 0.3120], [-0.7058, 1.7833, 0.2764], [-1.2405, -1.4395, 1.5829], [-0.2779, -2.4792, 0.3238], [-1.8972, -1.9571, -0.0144], [3.7363, 1.6084, 0.5535]], "gap_ev": 9.586, "smiles": "CC(C)(C)/C=N/P", "total_charge": 0}

***

Stability ranking, top and bottom: 3 is the most stable and 2 is the least stable.

***

## 1
{"formula": "C2H4", "method": "wB97M-V/def2-TZVPD", "elements": ["C", "C", "H", "H", "H", "H"], "positions_angstrom": [[0.5002, 0.3610, 0.2760], [-0.4133, -0.3446, -0.3620], [-1.4294, -0.4256, 0.1688], [-0.3014, -0.8902, -1.3935], [0.1675, 0.7675, 1.3288], [1.4765, 0.5319, -0.0180]], "gap_ev": 11.697, "smiles": "C=C", "total_charge": 0}

***

## 2
{"formula": "C2H4", "method": "wB97M-V/def2-TZVPD", "elements": ["H", "C", "C", "H", "H", "H"], "positions_angstrom": [[-1.3393, -1.0768, -0.0453], [-0.7230, 0.0079, 0.0240], [0.6374, 0.0251, 0.0041], [1.1988, 0.8963, -0.0054], [1.3327, -0.8380, -0.0168], [-1.1066, 0.9856, 0.0394]], "gap_ev": 11.453, "smiles": "C=C", "total_charge": 0}

***

Stability ranking, top and bottom: 1 is the most stable and 2 is the least stable.